(1)
ORCA calculation (the ωB97M-V functional and the def2-TZVPD basis) on 5 unconnected molecules or ions with the total composition C34H71N4O10S4 at a distorted geometry.

Each atom is followed by the atoms it is bonded to, with distances in Å.
Cartesian coordinates (Å):
1 S 3.22082 -4.07613 -2.51486  O9 1.448, O13 1.449, C34 1.787, C42 1.782
2 S -8.46238 -2.62729 2.60659  O10 1.448, O14 1.449, C29 1.782, C43 1.787
3 S 7.40325 4.03485 -3.06573  O6 1.449, O7 1.448, C22 1.782, C24 1.787
4 S -4.33880 4.77664 0.09592  O5 1.449, O8 1.448, C35 1.787, C37 1.782
5 O -3.00089 4.22184 0.14730  S4 1.449
6 O 8.55550 3.19270 -3.31779  S3 1.449
7 O 6.05149 3.60582 -3.35697  S3 1.448
8 O -4.62737 6.14073 0.48595  S4 1.448
9 O 3.57311 -2.72538 -2.89893  S1 1.448
10 O -9.69524 -3.20783 2.11753  S2 1.448
11 O -2.43188 -1.06534 1.75473  C40 1.471, C46 1.490
12 O -4.97850 -2.03956 -2.03632  C47 1.500, H93 1.012
13 O 2.10633 -4.36659 -1.63509  S1 1.449
14 O -8.19763 -1.20370 2.54528  S2 1.449
15 N -1.59536 -0.14947 4.77157  C45 1.513, H88 1.044, H108 1.043
16 N -1.43700 -2.84161 -1.67756  C19 1.516, H84 1.060, H85 1.059
17 N 0.54940 1.16565 2.87954  C25 1.510, H66 1.043, H78 1.043
18 N -0.76090 1.41019 0.69974  C25 1.511, C33 1.533, C38 1.543, H105 1.064
19 C -2.80832 -2.87990 -1.03135  N16 1.516, C47 1.656, H91 1.185, H99 1.193
20 C -7.42419 -4.48909 4.11810  C26 1.528, C29 1.521, H114 1.097, H116 1.094
21 C -4.20991 -0.74717 0.00500  C46 1.641, C47 1.641, H61 1.193, H106 1.194
22 C 7.67105 5.61924 -3.83618  S3 1.782, C28 1.521, H103 1.091, H119 1.094
23 C 1.51422 2.61024 0.10439  C33 1.638, C51 1.638, H59 1.194, H80 1.194
24 C 7.46222 4.62252 -1.37966  S3 1.787, C48 1.528, H111 1.093, H117 1.093
25 C -0.73087 0.90243 2.12256  N17 1.510, N18 1.511, C40 1.639, H76 1.194
26 C -6.38148 -4.22094 3.03391  C20 1.528, C43 1.528, H97 1.094, H107 1.097
27 C 2.56455 2.02524 -2.38965  C51 1.639, H102 1.170, H104 1.185, H118 1.194
28 C 7.21559 6.62679 -2.79113  C22 1.521, C48 1.528, H57 1.094, H95 1.097
29 C -8.19771 -3.18866 4.27705  S2 1.782, C20 1.521, H86 1.094, H98 1.091
30 C 3.76532 -1.43221 1.81767  C39 1.671, C49 1.647, C50 1.491
31 C 4.21014 2.08402 -0.23586  C51 1.666, C52 1.638, H87 1.174, H109 1.192
32 C 4.99830 -6.01412 -2.88530  C34 1.528, C41 1.528, H71 1.097, H92 1.094
33 C 0.57393 1.27669 -0.04210  N18 1.533, C23 1.638, H79 1.182, H94 1.194
34 C 4.68539 -4.89171 -1.89720  S1 1.787, C32 1.528, H62 1.093, H89 1.093
35 C -5.03203 4.49035 -1.52554  S4 1.787, C36 1.528, H69 1.093, H123 1.093
36 C -6.13672 3.45135 -1.34059  C35 1.528, C44 1.528, H64 1.097, H96 1.094
37 C -5.44408 3.69163 0.97722  S4 1.782, C44 1.521, H56 1.091, H63 1.094
38 C -1.76178 0.53871 -0.08810  N18 1.543, C46 1.647, H73 1.188, H110 1.194
39 C 2.55744 -2.37956 1.15788  C30 1.671, H53 1.192, H72 1.188, H115 1.174
40 C -1.08768 -0.69432 2.22330  O11 1.471, C25 1.639, C45 1.658, H90 1.188
41 C 4.45968 -5.58726 -4.24995  C32 1.528, C42 1.521, H60 1.094, H81 1.097
42 C 3.05649 -5.05854 -3.99252  S1 1.782, C41 1.521, H100 1.091, H101 1.094
43 C -7.09042 -3.51214 1.88105  S2 1.787, C26 1.528, H68 1.093, H121 1.093
44 C -6.67154 3.59895 0.08306  C36 1.528, C37 1.521, H74 1.097, H122 1.094
45 C -0.99401 -1.15399 3.81305  N15 1.513, C40 1.658, H83 1.190, H112 1.190
46 C -2.99509 -0.03008 0.84368  O11 1.490, C21 1.641, C38 1.647, H82 1.193
47 C -3.73953 -1.54803 -1.34770  O12 1.500, C19 1.656, C21 1.641, H55 1.177
48 C 7.76386 6.11812 -1.45874  C24 1.528, C28 1.528, H58 1.094, H75 1.097
49 C 4.65364 -2.13644 3.01285  C30 1.647, H54 1.185, H65 1.180, H77 1.175
50 C 4.00755 -0.02404 1.39200  C30 1.491, C52 1.649, H67 1.180
51 C 2.80360 2.67498 -0.90415  C23 1.638, C27 1.639, C31 1.666, H70 1.194
52 C 4.27325 0.44842 -0.16518  C31 1.638, C50 1.649, H113 1.194, H120 1.170
53 H 1.82320 -2.75748 2.01782  C39 1.192
54 H 5.82387 -2.06133 2.84358  C49 1.185
55 H -3.23084 -0.79978 -2.10020  C47 1.177
56 H -5.66193 4.10185 1.96477  C37 1.091
57 H 7.57540 7.63407 -3.02037  C28 1.094
58 H 7.32732 6.65433 -0.61032  C48 1.094
59 H 1.95627 2.68828 1.21069  C23 1.194
60 H 4.45183 -6.41811 -4.96147  C41 1.094
61 H -4.71799 -1.55595 0.71995  C21 1.193
62 H 5.49283 -4.15533 -1.85915  C34 1.093
63 H -4.95234 2.71898 1.07305  C37 1.094
64 H -5.72193 2.44454 -1.47179  C36 1.097
65 H 4.35278 -1.66727 4.05239  C49 1.180
66 H 0.77666 2.17925 2.97020  N17 1.043
67 H 3.98129 0.82359 2.21319  C50 1.180
68 H -6.42822 -2.80450 1.37583  C43 1.093
69 H -4.24873 4.12950 -2.19692  C35 1.093
70 H 3.02408 3.83471 -1.08400  C51 1.194
71 H 4.49651 -6.93608 -2.56730  C32 1.097
72 H 3.02050 -3.33738 0.62882  C39 1.188
73 H -2.26927 1.20467 -0.93142  C38 1.188
74 H -7.26406 4.51827 0.16195  C44 1.097
75 H 8.84843 6.27796 -1.42580  C48 1.097
76 H -1.58722 1.49510 2.70621  C25 1.194
77 H 4.37467 -3.27664 3.06765  C49 1.175
78 H 1.35419 0.59282 2.54606  N17 1.043
79 H 1.08845 0.30443 0.39045  C33 1.182
80 H 0.84826 3.59379 -0.01497  C23 1.194
81 H 5.09072 -4.79186 -4.66416  C41 1.097
82 H -3.51051 0.81268 1.51340  C46 1.193
83 H 0.12914 -1.32442 4.16892  C45 1.190
84 H -1.12628 -3.82870 -1.90538  N16 1.060
85 H -0.69505 -2.50115 -1.00318  N16 1.059
86 H -7.59683 -2.43352 4.79256  C29 1.094
87 H 4.46124 2.60715 0.78467  C31 1.174
88 H -2.63870 -0.12977 4.74245  N15 1.044
89 H 4.48896 -5.28115 -0.89506  C34 1.093
90 H -0.24531 -1.29959 1.64394  C40 1.188
91 H -2.73825 -3.13010 0.12482  C19 1.185
92 H 6.07251 -6.22077 -2.92083  C32 1.094
93 H -4.89962 -1.84310 -3.02570  O12 1.012
94 H 0.27014 1.01962 -1.16779  C33 1.194
95 H 6.12018 6.65853 -2.75222  C28 1.097
96 H -6.92820 3.57972 -2.08556  C36 1.094
97 H -5.90335 -5.14523 2.69482  C26 1.094
98 H -9.15542 -3.31767 4.78414  C29 1.091
99 H -3.37713 -3.80934 -1.51727  C19 1.193
100 H 2.67229 -4.44446 -4.80879  C42 1.091
101 H 2.36152 -5.87529 -3.77575  C42 1.094
102 H 1.85967 2.74870 -2.97985  C27 1.170
103 H 7.10654 5.68187 -4.76806  C22 1.091
104 H 2.17554 0.90759 -2.33674  C27 1.185
105 H -1.16041 2.39432 0.63105  N18 1.064
106 H -5.01818 0.10600 -0.20461  C21 1.194
107 H -5.59431 -3.57248 3.43739  C26 1.097
108 H -1.21776 -0.23071 5.74091  N15 1.043
109 H 5.06686 2.41826 -0.99453  C31 1.192
110 H -1.23630 -0.42869 -0.54955  C38 1.194
111 H 8.24086 4.08341 -0.83412  C24 1.093
112 H -1.56358 -2.19460 3.90650  C45 1.190
113 H 5.40443 0.14934 -0.40154  C52 1.194
114 H -8.09866 -5.28998 3.79236  C20 1.097
115 H 1.96115 -1.78654 0.33875  C39 1.174
116 H -6.96090 -4.79876 5.05942  C20 1.094
117 H 6.48760 4.43450 -0.92093  C24 1.093
118 H 3.62785 2.04042 -2.93195  C27 1.194
119 H 8.74214 5.71694 -4.03688  C22 1.094
120 H 3.56333 -0.11397 -0.90573  C52 1.170
121 H -7.49260 -4.22734 1.15827  C43 1.093
122 H -7.31196 2.75829 0.36552  C44 1.094
123 H -5.43213 5.43843 -1.89530  C35 1.093

Results
frontier orbital gap: 8.11 eV
highest occupied orbital energy: -0.3645 Eh
charge: +1
multiplicity: 1



(2)
ORCA calculation (the ωB97M-V functional and the def2-TZVPD basis) on 6 unconnected molecules or ions with the total composition C34H71N4O6 at a distorted geometry.

Each atom is followed by the atoms it is bonded to, with distances in Å.
Cartesian coordinates (Å):
1 O 3.53121 -2.11600 -2.76176  C14 1.418, C20 1.426
2 O -4.67397 3.79891 -0.52249  C16 1.415, C41 1.418
3 O 0.82462 1.52618 3.48505  C28 1.216
4 O -6.58001 1.16571 -4.31081  C35 1.417, C36 1.416
5 O 5.34094 -0.63568 7.34886  C19 1.421, C32 1.413
6 O 0.57537 -5.32509 -4.94992  C26 1.418, C31 1.417
7 N -0.62726 3.16528 2.81430  C25 1.444, C28 1.383, H83 1.013
8 N 4.42676 -1.37998 0.95577  C29 1.334, H55 1.007, H61 1.012
9 N 4.66464 0.84903 0.50162  C29 1.376, C43 1.481, H108 1.015
10 N 4.34643 0.09366 2.77956  C29 1.365, C40 1.491, H67 1.022
11 C -5.25283 3.92717 1.86263  C16 1.520, H92 1.091, H100 1.092, H106 1.090
12 C -1.33020 -4.53517 -6.30180  C26 1.519, H56 1.091, H57 1.090, H101 1.091
13 C 3.37570 -2.08573 7.00471  C32 1.519, H59 1.090, H113 1.091, H114 1.090
14 C 4.19926 -1.11097 -3.50652  O1 1.418, C18 1.518, H52 1.092, H96 1.095
15 C -3.68449 0.28727 2.61988  C21 1.379, C23 1.382, H95 1.080
16 C -4.63822 4.59809 0.64448  O2 1.415, C11 1.520, H48 1.096, H73 1.092
17 C 6.46227 -2.15086 8.94098  C19 1.518, H54 1.090, H99 1.091, H107 1.091
18 C 3.30375 -0.35026 -4.46829  C14 1.518, H70 1.090, H71 1.090, H84 1.091
19 C 5.55042 -0.95841 8.71693  O5 1.421, C17 1.518, H46 1.089, H82 1.095
20 C 2.91588 -3.15052 -3.52630  O1 1.426, C30 1.516, H75 1.090, H105 1.093
21 C -3.42865 0.92264 3.81695  C15 1.379, C24 1.393, H72 1.080
22 C -1.97295 1.59447 1.55419  C23 1.390, C25 1.378, H93 1.080
23 C -2.97312 0.63173 1.48560  C15 1.382, C22 1.390, H76 1.080
24 C -2.42495 1.88605 3.89090  C21 1.393, C25 1.379, H51 1.082
25 C -1.69865 2.19932 2.76132  N7 1.444, C22 1.378, C24 1.379
26 C -0.06410 -5.36942 -6.21528  O6 1.418, C12 1.519, H78 1.090, H103 1.095
27 C -6.47228 2.92700 -6.03267  C36 1.519, H60 1.091, H66 1.090, H109 1.091
28 C 0.59778 2.69796 3.25387  O3 1.216, N7 1.383, C37 1.512
29 C 4.47922 -0.13913 1.44140  N8 1.334, N9 1.376, N10 1.365
30 C 3.88062 -3.93539 -4.39348  C20 1.516, H53 1.090, H62 1.091, H77 1.091
31 C -0.18953 -5.77960 -3.84735  O6 1.417, C44 1.519, H97 1.091, H111 1.096
32 C 4.75717 -1.64609 6.55262  O5 1.413, C13 1.519, H68 1.096, H91 1.093
33 C -6.46745 -0.70961 -5.90775  C35 1.519, H45 1.091, H63 1.091, H89 1.090
34 C 3.30850 2.15775 2.09062  C38 1.528, C40 1.525, C43 1.526, H102 1.091
35 C -7.32142 0.23353 -5.07785  O4 1.417, C33 1.519, H65 1.096, H79 1.090
36 C -5.73985 2.04390 -5.03700  O4 1.416, C27 1.519, H87 1.096, H115 1.091
37 C 1.68183 3.74258 3.39550  C28 1.512, C38 1.540, H88 1.088, H94 1.091
38 C 2.83391 3.57950 2.38738  C34 1.528, C37 1.540, H69 1.089, H104 1.092
39 C -6.86433 4.58314 -1.33846  C41 1.519, H47 1.091, H50 1.090, H81 1.091
40 C 4.25085 1.54227 3.11981  N10 1.491, C34 1.525, C42 1.511, H110 1.099
41 C -5.96034 3.41644 -0.98119  O2 1.418, C39 1.519, H58 1.090, H80 1.096
42 C 3.91838 1.72171 4.58250  C40 1.511, H64 1.087, H86 1.093, H90 1.085
43 C 4.08276 2.18342 0.77536  N9 1.481, C34 1.526, H98 1.090, H112 1.088
44 C -0.63950 -7.22593 -3.95552  C31 1.519, H49 1.090, H74 1.090, H85 1.090
45 H -5.77414 -1.25865 -5.26880  C33 1.091
46 H 5.99982 -0.06566 9.15001  C19 1.089
47 H -7.08465 5.21350 -0.47579  C39 1.091
48 H -5.09702 5.57558 0.45607  C16 1.096
49 H -1.17731 -7.51692 -3.05301  C44 1.090
50 H -7.81197 4.21138 -1.72838  C39 1.090
51 H -2.18994 2.39015 4.81888  C24 1.082
52 H 4.60034 -0.42174 -2.76009  C14 1.092
53 H 3.34198 -4.72854 -4.91106  C30 1.090
54 H 6.61453 -2.30413 10.00901  C17 1.090
55 H 4.94463 -2.15830 1.33078  N8 1.007
56 H -2.10442 -4.89031 -5.62087  C12 1.091
57 H -1.73396 -4.57820 -7.31337  C12 1.090
58 H -5.78178 2.81169 -1.87039  C41 1.090
59 H 2.96993 -2.82153 6.30992  C13 1.090
60 H -7.24048 3.51419 -5.52806  C27 1.091
61 H 3.89632 -1.54561 0.11020  N8 1.012
62 H 4.66740 -4.38251 -3.78347  C30 1.091
63 H -5.88213 -0.17990 -6.66024  C33 1.091
64 H 4.00863 2.77608 4.83007  C42 1.087
65 H -8.04799 0.75104 -5.71407  C35 1.096
66 H -5.77030 3.60904 -6.51295  C27 1.090
67 H 5.15602 -0.31750 3.24964  N10 1.022
68 H 5.42485 -2.51159 6.46696  C32 1.096
69 H 2.53877 4.04370 1.44702  C38 1.089
70 H 2.88850 -0.99916 -5.23917  C18 1.090
71 H 3.87428 0.43318 -4.96752  C18 1.090
72 H -3.98325 0.66378 4.70697  C21 1.080
73 H -3.57961 4.78300 0.83567  C16 1.092
74 H 0.22019 -7.88560 -4.07776  C44 1.090
75 H 2.45820 -3.81859 -2.79739  C20 1.090
76 H -3.17088 0.16824 0.52988  C23 1.080
77 H 4.35959 -3.30865 -5.14700  C30 1.091
78 H 0.67502 -4.98532 -6.91852  C26 1.090
79 H -7.89515 -0.33853 -4.34893  C35 1.090
80 H -6.44827 2.75954 -0.25241  C41 1.096
81 H -6.39535 5.21039 -2.09795  C39 1.091
82 H 4.59147 -1.10620 9.22449  C19 1.095
83 H -0.90639 4.00227 3.31243  N7 1.013
84 H 2.47050 0.10972 -3.93507  C18 1.091
85 H -1.30629 -7.38525 -4.80338  C44 1.090
86 H 4.68806 1.21681 5.17199  C42 1.093
87 H -4.93722 1.48805 -5.53550  C36 1.096
88 H 2.02832 3.71968 4.42612  C37 1.088
89 H -7.10391 -1.42631 -6.42720  C33 1.090
90 H 2.95404 1.31178 4.86374  C42 1.085
91 H 4.68413 -1.20691 5.55396  C32 1.093
92 H -5.14927 4.56176 2.74385  C11 1.091
93 H -1.43168 1.84439 0.65334  C22 1.080
94 H 1.25581 4.73552 3.24782  C37 1.091
95 H -4.44601 -0.47782 2.58292  C15 1.080
96 H 5.05830 -1.53457 -4.03741  C14 1.095
97 H 0.46571 -5.66653 -2.98238  C31 1.091
98 H 4.87465 2.93210 0.81160  C43 1.090
99 H 7.43310 -1.98412 8.47257  C17 1.091
100 H -4.73113 2.98570 2.04451  C11 1.092
101 H -1.11961 -3.49327 -6.05561  C12 1.091
102 H 2.46623 1.49018 1.90511  C34 1.091
103 H -0.26674 -6.40568 -6.50592  C26 1.095
104 H 3.68954 4.14279 2.76675  C38 1.092
105 H 2.09964 -2.74080 -4.12753  C20 1.093
106 H -6.31380 3.72084 1.72354  C11 1.090
107 H 6.04552 -3.07181 8.53124  C17 1.091
108 H 5.66378 0.89920 0.32951  N9 1.015
109 H -6.95860 2.34587 -6.81699  C27 1.091
110 H 5.23948 1.99549 2.96318  C40 1.099
111 H -1.05020 -5.12213 -3.67947  C31 1.096
112 H 3.40685 2.45513 -0.03284  C43 1.088
113 H 2.69713 -1.23278 7.04548  C13 1.091
114 H 3.39783 -2.54187 7.99431  C13 1.090
115 H -5.26379 2.67039 -4.28144  C36 1.091

Results
frontier orbital gap: 7.34 eV
highest occupied orbital energy: -0.4000 Eh
charge: +1
multiplicity: 1



- The lowest frontier orbital gap belongs to which entry?
  C34H71N4O6